Entry 1:
A 2-piece molecular cluster, C6H11N5 overall at a distorted geometry. Source: the OMol25 dataset; level of theory: ωB97M-V/def2-TZVPD.

E_HOMO: -9.4 eV
Energy above the lowest of the compared OMol25 structures with the same formula, charge and spin: 105.79 kcal per mole

Last column: Löwdin charge in e.
Geometry (Å):
1 C -0.40243 -2.55591 -1.04447  -0.1407
2 C -0.88664 1.32002 -0.16052  -0.1321
3 C -0.34595 0.69853 -1.49049  -0.1021
4 C -0.15264 0.15880 0.64077  -0.3256
5 C 0.65050 0.00237 -0.61144  -0.4727
6 C 0.59801 0.43978 1.94498  -0.0495
7 N 0.63641 -2.87099 -0.32204  -0.0035
8 N -1.30665 -3.49958 -0.68806  -0.0034
9 N 0.39814 -4.01547 0.37704  -0.0197
10 N -0.72014 -4.43390 0.16472  0.0015
11 N 1.81627 -0.42833 -0.69723  0.1362
12 H -0.50131 2.44863 0.11380  0.1578
13 H -1.91616 1.21556 0.03682  0.0715
14 H -1.18030 0.02593 -1.64732  0.0866
15 H 0.05790 1.35687 -2.35488  0.1432
16 H -0.85663 -0.64478 0.78273  0.1199
17 H 0.65457 1.62808 1.97093  0.1121
18 H 1.60590 0.04815 1.71099  0.0651
19 H 0.19347 0.09751 2.86531  0.0491
20 H 2.22792 -0.46478 -1.64118  0.0843
21 H -2.16003 -3.68675 -1.21696  0.1294
22 H 1.32389 -2.22302 0.03770  0.0925

Atoms 1-6, force components in eV/Å:
C -2.33 1.23 -1.22
C 2.05 2.40 1.50
C 0.22 1.53 0.01
C -0.37 1.45 0.44
C -0.34 -0.31 -0.50
C 1.13 3.03 -2.12

---

Entry 2:
A 13-piece molecular cluster, C64H156B3Cl2F12N8O6 overall at a distorted geometry. Source: the OMol25 dataset; level of theory: ωB97M-V/def2-TZVPD.

Net charge: +3
E_HOMO: -12.4 eV

Last column: Löwdin charge in e.
Geometry (Å):
1 C -2.15064 6.82854 6.27121  -0.0416
2 C -0.77475 6.82997 5.52130  -0.1662
3 N 0.43286 6.51485 6.39649  -0.2109
4 C 1.65747 6.24460 5.42278  0.0478
5 C 0.74052 7.77013 7.29594  -0.1446
6 C 2.12210 7.87345 7.87509  -0.0718
7 C 0.14726 5.18745 7.22112  -0.0395
8 C -0.03572 3.87374 6.44777  -0.1438
9 O -1.30304 3.88175 5.73664  -0.2008
10 C -1.63008 2.71448 5.07892  -0.1139
11 H -2.55987 5.84450 6.49991  0.0715
12 H -2.90846 7.24411 5.60705  0.0803
13 H -2.21110 7.51084 7.11908  0.0811
14 H -0.56679 7.80496 5.08058  0.1187
15 H -0.72678 6.05704 4.75423  0.1005
16 H 2.38870 5.89306 6.15067  0.1096
17 H 1.86024 7.22277 4.98671  0.0978
18 H 1.45330 5.57559 4.58682  0.0845
19 H 0.00627 7.80773 8.10066  0.1320
20 H 0.58931 8.57303 6.57444  0.1237
21 H 2.86888 8.24171 7.17168  0.0876
22 H 2.37648 7.01046 8.49042  0.0934
23 H 2.13505 8.76186 8.50648  0.0966
24 H -0.75826 5.28214 7.82042  0.1277
25 H 0.98788 5.09371 7.90864  0.1355
26 H 0.02974 2.95068 7.02375  0.1423
27 H 0.88965 3.78626 5.87844  0.1012
28 H -2.53952 2.65053 4.48148  0.0832
29 H -1.87142 1.98074 5.84799  0.0971
30 H -0.84470 2.45813 4.36790  0.0842
31 C 0.38675 -3.51567 0.47789  -0.0233
32 C -0.15298 -2.62099 -0.69610  -0.1198
33 N 0.93001 -1.89130 -1.51002  -0.2213
34 C 1.82924 -2.88112 -2.23261  0.0391
35 C 0.17467 -0.95422 -2.48425  -0.1746
36 C 0.88351 0.04121 -3.44986  -0.0551
37 C 1.86318 -1.05487 -0.56389  -0.0323
38 C 1.27832 0.26698 0.05204  -0.1713
39 O 0.08273 0.06762 0.81334  -0.1976
40 C 0.01517 0.96776 1.88767  -0.1276
41 H 1.13249 -4.27589 0.24542  0.0822
42 H -0.40827 -4.11977 0.91508  0.0521
43 H 0.78568 -2.87588 1.26506  0.0642
44 H -0.92865 -1.90553 -0.42307  0.1011
45 H -0.64738 -3.29911 -1.39169  0.1032
46 H 2.32907 -3.55075 -1.53270  0.0937
47 H 2.52767 -2.19198 -2.70733  0.0751
48 H 1.15967 -3.40699 -2.91322  0.0994
49 H -0.55365 -0.36567 -1.92636  0.1000
50 H -0.35359 -1.66094 -3.12425  0.0662
51 H 1.86286 -0.38512 -3.66722  0.0580
52 H 0.96695 1.06952 -3.09816  0.0222
53 H 0.30255 0.01624 -4.37178  0.0620
54 H 2.61591 -0.64050 -1.23457  0.0885
55 H 2.47221 -1.70694 0.06220  0.1133
56 H 1.17143 1.00615 -0.74187  0.0758
57 H 2.05871 0.64603 0.71188  0.1232
58 H -0.88001 0.73965 2.46622  0.0688
59 H -0.10422 1.96221 1.45765  0.0796
60 H 0.81345 1.05249 2.62501  0.0849
61 C -2.18827 -5.28833 6.71253  -0.0313
62 C -1.88525 -4.20938 5.58176  -0.1030
63 N -0.40072 -3.71621 5.46198  -0.2014
64 C -0.03962 -2.96484 6.72390  -0.0087
65 C 0.53540 -4.96237 5.34800  -0.1427
66 C 0.58684 -5.64323 3.99375  -0.0421
67 C -0.31196 -2.62439 4.35176  -0.0511
68 C 1.05133 -1.88017 4.16353  -0.1925
69 O 2.09257 -2.81289 4.04227  -0.1905
70 C 3.29679 -2.25134 3.52592  -0.0506
71 H -1.70946 -5.15386 7.68245  0.0710
72 H -1.93015 -6.31465 6.45153  0.0757
73 H -3.27291 -5.25625 6.81561  0.0815
74 H -2.43571 -3.29393 5.79869  0.1102
75 H -2.17213 -4.37447 4.54323  0.0997
76 H -0.03538 -3.61566 7.59827  0.0986
77 H -0.75443 -2.15910 6.89099  0.1085
78 H 0.96166 -2.54063 6.79874  0.1106
79 H 0.45677 -5.69125 6.15463  0.1274
80 H 1.54899 -4.59893 5.51723  0.1166
81 H 0.78648 -4.92663 3.19706  0.0677
82 H -0.31491 -6.17968 3.69850  0.0767
83 H 1.26039 -6.49908 4.03799  0.0974
84 H -1.19718 -1.99098 4.40875  0.1278
85 H -0.53809 -3.11232 3.40366  0.0949
86 H 1.33687 -1.11040 4.88048  0.1249
87 H 0.95810 -1.35246 3.21435  0.1026
88 H 3.22348 -2.14619 2.44349  0.0626
89 H 4.12571 -2.95729 3.57727  0.1060
90 H 3.60923 -1.27880 3.90624  0.0916
91 C 4.88370 -1.38458 -4.31267  -0.0736
92 C 5.93257 -2.50720 -4.32602  -0.1463
93 N 5.99988 -3.05829 -5.74805  -0.2098
94 C 4.62839 -3.72881 -6.08562  0.0343
95 C 6.35097 -1.96280 -6.82489  -0.1323
96 C 6.56060 -2.49039 -8.26991  -0.0597
97 C 7.16527 -4.12277 -5.68843  -0.0351
98 C 7.06409 -5.29253 -4.61421  -0.1700
99 O 5.77889 -5.88471 -4.64832  -0.2190
100 C 5.73671 -7.24880 -4.26110  -0.0745
101 H 3.91494 -1.77291 -4.62701  0.0561
102 H 5.06277 -0.44981 -4.84394  0.0833
103 H 4.72476 -1.01803 -3.29853  0.0721
104 H 5.57322 -3.31169 -3.68433  0.1175
105 H 6.85595 -2.15549 -3.86585  0.1473
106 H 4.72823 -4.53098 -6.81682  0.1079
107 H 4.06149 -2.90353 -6.51648  0.0940
108 H 4.19254 -4.12578 -5.16880  0.0975
109 H 7.16788 -1.30637 -6.52509  0.1343
110 H 5.52569 -1.25591 -6.91044  0.1096
111 H 5.67975 -2.71437 -8.87161  0.0808
112 H 7.16575 -3.39580 -8.31594  0.0664
113 H 7.06963 -1.72292 -8.85298  0.0889
114 H 8.03941 -3.50336 -5.48765  0.1343
115 H 7.23566 -4.55267 -6.68759  0.1096
116 H 7.29554 -4.89740 -3.62507  0.1255
117 H 7.86446 -6.01429 -4.77727  0.1320
118 H 4.70417 -7.57791 -4.14432  0.0898
119 H 6.11312 -7.34132 -3.24235  0.0990
120 H 6.24216 -7.88677 -4.98608  0.0973
121 C 3.46950 6.74426 -1.23552  -0.0574
122 C 2.85133 5.60315 -0.48629  -0.1964
123 N 3.36975 5.27541 0.94545  -0.2179
124 C 2.55589 4.05408 1.32310  -0.0069
125 C 4.88716 4.91280 1.07671  -0.0871
126 C 5.37824 4.19331 2.43276  -0.0196
127 C 3.01322 6.46776 1.91340  -0.0360
128 C 1.58154 7.06277 1.81334  -0.1870
129 O 0.52712 6.18653 2.18066  -0.2098
130 C -0.79051 6.63364 1.85548  -0.0828
131 H 4.55935 6.73797 -1.25212  0.0867
132 H 3.17794 7.68002 -0.75859  0.0736
133 H 3.08849 6.65094 -2.25248  0.0927
134 H 3.07382 4.67112 -1.00583  0.0491
135 H 1.77273 5.71824 -0.59336  0.1228
136 H 1.47214 4.12336 1.22940  0.0909
137 H 2.67033 3.93674 2.40070  0.0901
138 H 2.95836 3.26841 0.68370  0.0665
139 H 5.54070 5.74196 0.80567  0.1210
140 H 4.94250 4.17175 0.27930  0.1039
141 H 5.01259 3.18130 2.60656  0.0798
142 H 5.23216 4.77440 3.34331  0.0719
143 H 6.46088 4.12377 2.32710  0.0861
144 H 3.80078 7.18670 1.68761  0.1334
145 H 3.31659 6.12419 2.90235  0.1134
146 H 1.32971 7.48449 0.84028  0.1101
147 H 1.51359 7.94723 2.44676  0.1260
148 H -1.31152 5.71447 1.58759  0.0825
149 H -0.86543 7.30286 0.99838  0.0920
150 H -1.43245 7.10333 2.60074  0.0793
151 C 0.56471 3.65442 -4.19209  -0.0517
152 C -0.84821 3.30264 -3.69117  -0.1266
153 N -1.97526 3.88396 -4.61132  -0.2045
154 C -2.11477 5.40656 -4.35243  0.0253
155 C -1.71085 3.65590 -6.23674  -0.0593
156 C -1.51699 2.11060 -6.59122  -0.0456
157 C -3.32575 3.31274 -4.21169  -0.0890
158 C -4.03191 3.82084 -2.95174  -0.1857
159 O -3.26190 3.73424 -1.73876  -0.2112
160 C -3.83437 4.41735 -0.69898  -0.1299
161 H 0.72547 4.73205 -4.22312  0.0691
162 H 0.74845 3.29045 -5.20297  0.0759
163 H 1.31997 3.25989 -3.51237  0.0320
164 H -1.08383 3.52958 -2.65143  0.1196
165 H -1.03330 2.23079 -3.76169  0.0979
166 H -2.37109 5.57460 -3.30642  0.0922
167 H -2.80956 5.88787 -5.04070  0.1151
168 H -1.10043 5.77851 -4.49689  0.0897
169 H -0.88909 4.27887 -6.58990  0.1134
170 H -2.57922 4.05261 -6.76273  0.1125
171 H -2.12054 1.50696 -5.91340  0.0066
172 H -0.52414 1.71543 -6.37627  0.0642
173 H -1.84289 1.86183 -7.60117  0.0883
174 H -3.18773 2.23370 -4.14306  0.0832
175 H -3.96601 3.58185 -5.05179  0.1424
176 H -4.96577 3.27103 -2.83470  0.0961
177 H -4.50885 4.80027 -2.98835  0.1275
178 H -4.85399 4.07446 -0.52316  0.0942
179 H -3.69930 5.49863 -0.67249  0.0987
180 H -3.18579 4.02728 0.08542  0.0893
181 C -7.31567 -5.46989 -1.61364  -0.0706
182 C -6.09667 -5.60489 -2.60561  -0.2025
183 C -4.85102 -6.32406 -1.99144  -0.1018
184 N -3.73041 -6.65869 -2.98438  -0.1920
185 C -4.25491 -7.42364 -4.26908  0.0552
186 C -2.47027 -7.36572 -2.30010  -0.0444
187 C -1.29510 -6.45804 -2.57234  -0.1603
188 C -1.66822 -5.62766 -3.78041  -0.1401
189 C -3.17074 -5.34318 -3.51132  -0.1203
190 H -8.19552 -5.11107 -2.14771  0.0784
191 H -7.05354 -4.79726 -0.79697  0.0562
192 H -7.53543 -6.39440 -1.07971  0.0790
193 H -5.88022 -4.63231 -3.04759  0.1010
194 H -6.47421 -6.23426 -3.41150  0.0922
195 H -5.14372 -7.25930 -1.51422  0.1411
196 H -4.38496 -5.65365 -1.26933  0.1129
197 H -4.92015 -6.72697 -4.77921  0.0897
198 H -4.83077 -8.30852 -3.99802  0.1080
199 H -3.39629 -7.74935 -4.85625  0.1037
200 H -2.27839 -8.37641 -2.66038  0.1297
201 H -2.69870 -7.58873 -1.25789  0.1282
202 H -0.30761 -6.89979 -2.70585  0.1278
203 H -1.11143 -5.86859 -1.67405  0.1004
204 H -1.61766 -6.01750 -4.79705  0.1177
205 H -1.16165 -4.66297 -3.80974  0.1052
206 H -3.66782 -5.00823 -4.42172  0.1317
207 H -3.23023 -4.56011 -2.75544  0.1248
208 C -7.22949 1.36480 -3.06263  -0.0825
209 C -6.94081 0.49857 -1.83498  -0.2349
210 C -5.50456 0.67374 -1.48990  -0.1519
211 N -5.05958 -0.39607 -0.46856  -0.1741
212 C -4.87823 -1.81587 -1.15743  0.0367
213 C -3.71897 0.14384 0.22051  -0.0344
214 C -3.91578 -0.05230 1.75198  -0.1408
215 C -5.06886 -1.00637 1.95852  -0.1348
216 C -5.98844 -0.68277 0.75853  -0.0976
217 H -6.60030 1.03662 -3.89000  0.0857
218 H -6.96605 2.37861 -2.76117  0.0604
219 H -8.24999 1.40602 -3.44338  0.0880
220 H -7.23184 -0.51069 -2.12616  0.1224
221 H -7.55025 0.89269 -1.02175  0.1182
222 H -5.45626 1.65930 -1.02681  0.1176
223 H -4.71750 0.50216 -2.22420  0.0912
224 H -5.70060 -2.50355 -0.96017  0.0857
225 H -3.95274 -2.30580 -0.85487  0.0931
226 H -4.79879 -1.63223 -2.22890  0.0354
227 H -2.96568 -0.42088 -0.32881  0.1069
228 H -3.49348 1.17202 -0.06248  0.1085
229 H -3.00481 -0.51772 2.12830  0.1053
230 H -4.11437 0.91413 2.21530  0.1149
231 H -4.78961 -2.04593 1.78695  0.1121
232 H -5.62329 -0.86949 2.88694  0.1310
233 H -6.80623 -1.39137 0.62737  0.1331
234 H -6.43967 0.29013 0.95337  0.1220
235 Cl -2.92831 -0.81836 -4.29816  -0.4756
236 Cl 3.66394 2.09997 -1.97046  -0.4406
237 B -2.94954 -5.10384 1.66645  -1.3884
238 F -4.27307 -4.92510 1.22161  0.0917
239 F -2.16617 -5.53217 0.62318  0.1336
240 F -2.41151 -3.99433 2.23728  0.1315
241 F -2.92292 -5.98930 2.73390  0.1186
242 B 4.78271 -3.26615 0.14379  -1.3908
243 F 3.66830 -3.98377 0.47835  0.1388
244 F 4.56541 -2.78898 -1.13801  0.1088
245 F 4.98443 -2.25900 1.04903  0.1461
246 F 5.94694 -4.04561 0.09101  0.1022
247 B 3.42411 1.94761 5.11023  -1.4674
248 F 3.06850 3.21399 4.74251  0.1187
249 F 4.76277 1.78143 5.24172  0.1684
250 F 2.70599 1.70730 6.27841  0.1034
251 F 3.03165 1.05958 4.16945  0.1437

Atoms 1-6, force components in eV/Å:
C 0.20 0.39 -0.84
C -0.61 -0.44 0.92
N -0.12 -1.48 -0.55
C -1.23 0.91 1.76
C -0.18 -0.80 -0.91
C 0.16 0.68 0.16